Entry 1:
Computed, not measured: the molecule C2H3NOS2 at a distorted geometry, with ωB97M-V with the def2-TZVPD basis set.

Frontier orbital gap   9.69 eV
Net charge   0
Structure (SMILES)   O=CS/C=N\S
Lowest unoccupied orbital energy   0.4723 eV

Each line ends with the Mulliken charge.
CARTESIAN COORDINATES (ANGSTROEM)
C: -0.3923 -0.7171 -0.2859  0.141
C: 1.6567 0.3462 1.0952  0.104
H: -1.9697 1.3622 -1.3416  0.070
H: 0.2132 -1.5062 0.1529  0.282
H: 1.6533 -0.7280 1.3883  0.262
N: -1.4220 -0.9365 -0.9644  -0.341
O: 2.3943 1.1643 1.5589  -0.405
S: -2.4145 0.1323 -1.7307  -0.052
S: 0.2810 0.8827 0.1272  -0.061


Entry 2:
Computed, not measured: the molecule C2H3NP2 at a distorted geometry, with ωB97M-V with the def2-TZVPD basis set.

Frontier orbital gap (alpha / beta)   7.70 / 7.00 eV
Net charge   0
Lowest unoccupied orbital energy (alpha / beta)   -1.0130 / -1.3770 eV

Each line ends with the Mulliken charge.
CARTESIAN COORDINATES (ANGSTROEM)
C: -0.9593 -0.8039 -0.5438  -0.038
C: 1.9471 -0.2804 0.9467  -0.215
N: -0.4394 -1.7531 -0.0061  -0.388
P: 1.5766 1.1365 0.2881  -0.042
P: -0.0376 0.9221 -1.1775  -0.099
H: -1.9285 -0.5876 -0.8023  0.401
H: 2.6313 -0.5765 1.7765  0.286
H: -0.7682 2.0751 -0.5024  0.094


Entry 3:
Computed, not measured: the molecule C2H3NP2 at a distorted geometry, with ωB97M-V with the def2-TZVPD basis set.

Frontier orbital gap (alpha / beta)   7.47 / 8.23 eV
Net charge   0
Lowest unoccupied orbital energy (alpha / beta)   -0.6251 / -0.8362 eV

Each line ends with the Mulliken charge.
CARTESIAN COORDINATES (ANGSTROEM)
C: -0.8125 -0.3325 -1.1954  -0.099
C: 0.9966 0.5692 0.9054  -0.303
N: 0.0749 -0.8467 -1.8561  -0.432
P: 2.3321 -0.0668 0.1292  0.017
P: -0.8365 0.6715 0.3727  0.015
H: -1.7479 -0.3368 -1.5755  0.454
H: 0.9955 0.8166 2.0561  0.271
H: -1.0021 -0.4744 1.1636  0.077


Entry 4:
Computed, not measured: a cluster of 2 separate species, C2H3NS in total at a distorted geometry, with ωB97M-V with the def2-TZVPD basis set.

Frontier orbital gap   8.63 eV
Net charge   0
Lowest unoccupied orbital energy   0.0268 eV

Each line ends with the Mulliken charge.
CARTESIAN COORDINATES (ANGSTROEM)
C: -1.6207 -0.1250 -0.0023  0.132
C: -0.1650 0.3992 0.0149  -0.291
N: -0.6140 -0.9794 -0.0655  -0.223
S: -3.2508 0.1130 -0.0216  -0.323
H: 0.1518 0.9705 -0.8681  0.245
H: 0.5379 1.1833 1.4065  0.177
H: -0.3906 -1.9222 0.3090  0.282


Entry 5:
Computed, not measured: the molecule C2H3NS at a distorted geometry, with ωB97M-V with the def2-TZVPD basis set.

Frontier orbital gap   10.28 eV
Net charge   0
Structure (SMILES)   N#CCS
Lowest unoccupied orbital energy   0.5262 eV

Each line ends with the Mulliken charge.
CARTESIAN COORDINATES (ANGSTROEM)
C: -0.1443 0.7170 0.0009  -0.294
C: 0.9932 -0.1027 -0.0962  0.219
H: -0.8727 -1.7417 0.5861  0.177
H: -0.3451 1.4825 0.8142  0.321
H: -0.0243 1.2980 -1.0604  0.228
N: 1.7924 -0.9943 -0.1039  -0.429
S: -1.3992 -0.6586 -0.1407  -0.222


Entry 6:
Computed, not measured: a structure of composition C2H3NaOTl at a distorted geometry, with ωB97M-V with the def2-TZVPD basis set.

Frontier orbital gap (alpha / beta)   5.68 / 4.08 eV
2S+1   2
Net charge   0
Lowest unoccupied orbital energy (alpha / beta)   -0.5913 / -1.7743 eV

Each line ends with the Mulliken spin population.
CARTESIAN COORDINATES (ANGSTROEM)
O: -2.3020 1.4153 -0.3744  0.113
C: -1.2314 1.7090 -0.9546  0.307
Na: -0.9818 -0.7727 1.0563  -0.016
Tl: 1.1002 0.6465 -0.4388  0.244
H: -1.3803 2.5899 -1.6648  0.061
C: 1.3338 -1.5051 0.6616  0.281
H: 2.4418 -1.5967 0.6335  -0.014
H: 1.0196 -2.4861 1.0811  0.023